Density functional theory data (wB97M-V/def2-TZVPD) for a molecular structure, C2H3ORb.

Geometry as XYZ:
```
7
Properties=species:S:1:pos:R:3:lowdin_charge:R:1
H -1.02 0.00 -1.15 0.141
O 0.90 1.04 -0.10 -0.317
C 0.31 -0.07 -0.24 -0.545
C -1.10 -0.19 0.13 -0.156
H -1.45 -1.23 0.20 0.039
H -1.47 0.50 0.90 0.058
Rb 3.84 -0.04 0.26 0.780
```

The value obtained for the max |F| is 2.943 eV Å⁻¹. The value obtained for the lowest unoccupied orbital energy is -1.06 eV. Its charge is 0. The calculation puts the highest occupied orbital energy at -4.79 eV. Its relative energy (zero: lowest compared OMol25 entry of this formula, charge and spin) is 42.8 kcal/mol.



Density functional theory data (wB97M-V/def2-TZVPD) for 2 unconnected molecules or ions with the total composition C2HNO3S.

Geometry as XYZ:
```
8
Properties=species:S:1:pos:R:3:lowdin_charge:R:1
O -0.87 -1.06 -2.18 0.208
C -0.40 -0.19 -1.63 -0.451
N -0.08 0.50 -0.71 -0.337
S 1.09 1.72 -0.42 0.763
H 0.46 1.90 0.81 -0.092
O -1.18 -0.76 1.64 0.213
C -0.08 -0.96 1.38 -0.465
O 1.05 -1.15 1.11 0.160
```

The value obtained for the max |F| is 4.672 eV Å⁻¹. The value obtained for the lowest unoccupied orbital energy is 0.19 eV. Its charge is 0. As for the structure (SMILES): O=C=NS.O=C=O. The calculation puts the highest occupied orbital energy at -9.38 eV. Its relative energy (zero: lowest compared OMol25 entry of this formula, charge and spin) is 8.2 kcal/mol.



Density functional theory data (wB97M-V/def2-TZVPD) for a molecular structure, C14H13ClF6OPd.

Geometry as XYZ:
```
36
Properties=species:S:1:pos:R:3:mulliken_spin:R:1
C -2.61 -1.73 0.29 0.129
C -2.78 -0.38 0.00 0.145
C -2.35 0.36 1.12 0.118
H -3.14 0.03 -0.93 0.003
C -1.89 -0.55 2.08 0.119
C -2.06 -1.84 1.57 0.149
H -1.86 -2.76 2.10 0.009
H -2.81 -2.55 -0.40 0.005
H -2.32 1.44 1.21 0.011
H -1.54 -0.30 3.08 0.006
Pd -0.91 -0.75 0.38 1.087
Cl -0.71 -0.78 -2.63 0.087
C -0.15 2.05 -2.37 0.002
C 0.22 2.61 -1.11 -0.003
C -0.94 3.20 -0.53 0.001
H 1.21 2.58 -0.69 0.001
C -2.03 3.03 -1.45 0.003
C -1.54 2.33 -2.58 0.000
H -2.10 2.02 -3.46 -0.001
H 0.49 1.49 -3.03 0.003
H -0.98 3.71 0.43 0.001
H -3.05 3.39 -1.31 -0.001
C 2.15 -0.88 1.98 0.013
C 1.99 -1.07 0.46 0.017
O 0.77 -0.68 -0.15 0.084
C 3.01 -0.17 -0.27 0.011
F 4.30 -0.35 0.07 0.000
F 2.87 -0.34 -1.59 0.000
F 2.73 1.14 0.00 -0.002
C 2.30 -2.57 0.21 -0.001
F 3.56 -2.86 0.63 0.000
F 1.44 -3.35 0.95 0.001
F 2.18 -2.94 -1.07 -0.001
H 1.71 0.07 2.29 0.002
H 3.22 -0.89 2.24 -0.001
H 1.63 -1.69 2.51 -0.001
```

The value obtained for the max |F| is 9.155 eV Å⁻¹. The value obtained for the lowest unoccupied orbital energy (spin up / spin down) is 5.08 / 5.07 eV. Its charge is -2. The calculation puts the highest occupied orbital energy (spin up / spin down) at 0.96 / 0.96 eV. The spin multiplicity is 3.



Density functional theory data (wB97M-V/def2-TZVPD) for a molecular structure, C12H14N2.

Geometry as XYZ:
```
28
Properties=species:S:1:pos:R:3:lowdin_charge:R:1
C 0.46 1.37 0.25 0.017
C -0.46 0.28 0.13 -0.197
C 0.14 -0.94 0.05 0.036
C 1.37 -1.29 -0.08 -0.289
C 1.82 1.11 0.15 -0.234
C 2.33 -0.22 0.02 -0.179
C -2.93 -0.77 0.60 -0.090
C -4.17 -0.09 -0.01 -0.137
C -2.64 1.70 0.79 -0.046
C -1.89 0.39 0.32 -0.200
C -3.20 0.98 -0.36 -0.030
C 1.96 -2.56 -0.56 -0.049
N 2.72 2.23 0.28 0.084
N 3.75 -0.43 0.02 0.086
H 0.09 2.39 0.17 0.111
H -3.08 -0.96 1.60 0.094
H -2.51 -1.64 -0.01 0.132
H -4.42 -0.57 -1.01 0.135
H -4.90 0.13 0.68 0.077
H -3.05 1.62 1.76 0.092
H -2.07 2.58 0.73 0.080
H 2.42 -3.13 0.20 0.072
H 1.18 -3.12 -1.01 0.076
H 2.62 -2.30 -1.29 0.052
H 2.53 2.94 0.92 0.059
H 3.69 1.92 0.32 0.063
H 4.12 -1.30 0.34 0.068
H 4.08 0.21 0.84 0.117
```

The value obtained for the max |F| is 5.243 eV Å⁻¹. The value obtained for the lowest unoccupied orbital energy (spin up / spin down) is -1.21 / -1.85 eV. Its charge is 0. The calculation puts the highest occupied orbital energy (spin up / spin down) at -6.04 / -6.09 eV. Its relative energy (zero: lowest compared OMol25 entry of this formula, charge and spin) is 224.9 kcal/mol.



Density functional theory data (wB97M-V/def2-TZVPD) for C2H3N3O2 in the gas phase.

Geometry as XYZ:
```
10
Properties=species:S:1:pos:R:3:lowdin_charge:R:1
O 2.40 0.87 0.62 0.101
C 1.33 0.43 0.34 -0.539
N 0.75 0.20 -0.89 0.203
C -0.44 -0.20 -0.67 -0.501
O -1.33 -0.59 -1.57 0.153
N -0.89 -0.16 0.60 0.075
N 0.31 0.13 1.35 0.071
H -1.02 -0.67 -2.46 0.121
H -1.27 -1.06 0.79 0.140
H 0.15 1.06 1.89 0.177
```

The value obtained for the max |F| is 2.554 eV Å⁻¹. The value obtained for the lowest unoccupied orbital energy is 0.42 eV. Its charge is 0. As for the structure (SMILES): O=c1nc(O)[nH][nH]1. The calculation puts the highest occupied orbital energy at -10.17 eV. Its relative energy (zero: lowest compared OMol25 entry of this formula, charge and spin) is 23.5 kcal/mol.



Density functional theory data (wB97M-V/def2-TZVPD) for 5 unconnected molecules or ions with the total composition CH11NO4.

Geometry as XYZ:
```
17
Properties=species:S:1:pos:R:3:lowdin_charge:R:1
C 0.14 -1.40 -2.32 -0.137
N 0.41 -0.24 -2.83 -0.013
H -0.89 -1.54 -2.02 0.056
H 1.01 -2.20 -2.23 0.105
H 1.42 -0.22 -3.07 0.040
O -1.95 1.54 1.56 -0.058
H -2.91 1.70 1.49 0.056
H -1.82 0.85 2.21 0.010
O -0.42 -1.01 2.62 -0.091
H -0.06 -1.66 3.23 0.033
H 0.19 -0.90 1.84 0.009
O 0.34 1.71 -0.47 -0.050
H 0.03 2.05 -1.30 0.042
H -0.15 2.10 0.24 0.027
O 1.32 -0.61 0.40 -0.077
H 1.19 0.20 -0.15 0.009
H 2.14 -0.36 0.81 0.039
```

The value obtained for the max |F| is 2.843 eV Å⁻¹. The value obtained for the lowest unoccupied orbital energy is 0.78 eV. Its charge is 0. As for the structure (SMILES): C=N.O.O.O.O. The calculation puts the highest occupied orbital energy at -10.22 eV. Its relative energy (zero: lowest compared OMol25 entry of this formula, charge and spin) is 26.0 kcal/mol.



Density functional theory data (wB97M-V/def2-TZVPD) for 2 unconnected molecules or ions with the total composition C2H10N2S2.

Geometry as XYZ:
```
16
Properties=species:S:1:pos:R:3:lowdin_charge:R:1
C 3.69 1.76 0.58 -0.487
S 2.17 1.03 -0.12 0.356
S 1.56 -0.15 1.50 0.307
H 4.54 1.11 0.40 0.024
H 3.84 2.71 0.07 0.021
H 3.51 1.98 1.63 0.019
H 0.34 0.38 1.52 -0.219
N -2.82 -1.42 -1.73 -0.024
C -2.11 -0.44 -0.90 -0.363
N -1.71 -0.88 0.42 -0.016
H -3.65 -1.70 -1.21 0.052
H -2.26 -2.27 -1.65 0.056
H -2.75 0.44 -0.79 0.100
H -1.18 -0.23 -1.43 0.104
H -2.38 -1.00 1.16 0.062
H -0.81 -1.30 0.55 0.008
```

The value obtained for the max |F| is 1.061 eV Å⁻¹. The value obtained for the lowest unoccupied orbital energy is 0.47 eV. Its charge is 0. As for the structure (SMILES): CSS.NCN. The calculation puts the highest occupied orbital energy at -8.67 eV. Its relative energy (zero: lowest compared OMol25 entry of this formula, charge and spin) is 10.5 kcal/mol.



Density functional theory data (wB97M-V/def2-TZVPD) for 3 unconnected molecules or ions with the total composition C4H12O3.

Geometry as XYZ:
```
19
Properties=species:S:1:pos:R:3:lowdin_charge:R:1
C -1.62 0.54 0.78 -0.132
C -0.66 0.84 -0.32 -0.307
C 0.55 -0.10 -0.32 -0.174
C 1.61 0.34 -1.28 -0.264
O 2.72 -0.12 -1.26 0.050
H -2.46 1.23 0.91 0.075
H -1.08 0.46 1.72 0.075
H -2.13 -0.42 0.58 0.079
H -0.40 1.91 -0.35 0.111
H -1.19 0.68 -1.28 0.112
H 0.14 -1.09 -0.52 0.127
H 0.97 -0.12 0.70 0.125
H 1.45 1.33 -1.77 0.126
O 5.41 3.13 -1.30 -0.048
H 6.09 3.41 -1.88 0.003
H 5.12 3.87 -0.73 0.046
O -4.80 -5.31 2.50 -0.056
H -5.48 -4.87 1.96 0.044
H -4.26 -5.72 1.85 0.012
```

The value obtained for the max |F| is 2.156 eV Å⁻¹. The value obtained for the lowest unoccupied orbital energy is 0.83 eV. Its charge is 0. As for the structure (SMILES): CCCC=O.O.O. The calculation puts the highest occupied orbital energy at -9.68 eV. Its relative energy (zero: lowest compared OMol25 entry of this formula, charge and spin) is 21.9 kcal/mol.



Density functional theory data (wB97M-V/def2-TZVPD) for 2 unconnected molecules or ions with the total composition C2H5NO.

Geometry as XYZ:
```
9
Properties=species:S:1:pos:R:3:lowdin_charge:R:1
N 1.70 0.35 -0.75 0.169
C 1.64 -0.52 0.10 -0.407
O 1.45 -1.34 0.92 0.156
H 2.57 0.64 -1.16 0.082
C -1.47 0.17 0.18 -0.050
H -0.91 -0.19 1.04 0.010
H -1.91 1.15 0.41 0.021
H -2.26 -0.54 -0.06 0.021
H -0.81 0.28 -0.68 -0.002
```

The value obtained for the max |F| is 0.821 eV Å⁻¹. The value obtained for the lowest unoccupied orbital energy is 0.74 eV. Its charge is 0. As for the structure (SMILES): N=C=O.C. The calculation puts the highest occupied orbital energy at -11.21 eV. Its relative energy (zero: lowest compared OMol25 entry of this formula, charge and spin) is 14.6 kcal/mol.



- Among the records above, which one has the highest max |F|?
  C14H13ClF6OPd